C3H8N2PS | wB97M-V/def2-TZVPD

Geometry as ORCA input:
```
! wB97M-V def2-TZVPD RIJCOSX def2/J DEFGRID3
* xyz 1 1
H 3.9320 1.4841 2.6117
P 3.7911 0.0955 2.4404
N 2.4480 0.2762 1.6727
C 1.2121 0.3424 1.3003
N 0.8023 0.3874 0.0933
C -0.5827 0.5950 -0.2491
C -1.1241 -0.6851 -0.8542
S -0.6802 -0.8446 -2.6099
H 0.5137 0.2023 2.0953
H 1.4993 0.2845 -0.7392
H -0.7618 1.4442 -0.8434
H -1.1098 0.7615 0.6564
H -0.9329 -1.6112 -0.2680
H -2.1662 -0.6648 -0.8988
H -1.6827 -0.6657 -3.5074
*
```

For the lowest unoccupied orbital energy, the calculation gives -5.68 eV. As for the energy above the lowest of the compared OMol25 structures with the same formula, charge and spin: 3.32 kcal per mole. As for the HOMO energy: -12.48 eV. The HOMO-LUMO gap comes out at 0.2500 Ha. The SMILES is [H]/P=N/C=[NH+]/CCS. Its largest force on an atom is 0.082 hartree/bohr.

Atom charges from the Mulliken analysis, given in e for atoms 1 to 8: 0.121, 0.164, -0.170, 0.279, -0.152, -0.566, -0.569, -0.250

***

C5H6O | wB97M-V/def2-TZVPD

Geometry as ORCA input:
```
! wB97M-V def2-TZVPD RIJCOSX def2/J DEFGRID3
* xyz 0 1
C -2.0656 0.4149 -1.5673
C -0.9640 0.8424 -1.3060
C 0.2054 1.0378 -0.4704
C 0.0174 -0.0929 0.5821
C 1.1248 -1.0929 0.7753
O -1.0143 -0.1844 1.2033
H -2.7507 0.1128 -0.8069
H 1.1525 0.9729 -1.0058
H 0.1344 2.0084 0.0346
H 1.6532 -0.8297 1.6975
H 1.8344 -1.1117 -0.0537
H 0.6725 -2.0777 0.9173
*
```

For the lowest unoccupied orbital energy, the calculation gives 0.61 eV. As for the energy above the lowest of the compared OMol25 structures with the same formula, charge and spin: 67.16 kcal per mole. As for the HOMO energy: -9.76 eV. The HOMO-LUMO gap comes out at 0.3808 Ha. The SMILES is C#CCC(C)=O. Its largest force on an atom is 0.028 hartree/bohr.

Atom charges from the Mulliken analysis, given in e for atoms 1 to 8: -0.108, -0.448, -0.171, 0.482, -1.052, -0.506, 0.335, 0.300

***

Cl2H2 | wB97M-V/def2-TZVPD

Geometry as ORCA input:
```
! wB97M-V def2-TZVPD RIJCOSX def2/J DEFGRID3
* xyz 0 1
Cl -1.9483 0.5749 0.2466
H -0.7028 0.3038 0.1106
Cl 1.8526 -0.5197 -0.2916
H 2.3294 -1.2411 0.6545
*
```

For the lowest unoccupied orbital energy, the calculation gives 0.69 eV. As for the energy above the lowest of the compared OMol25 structures with the same formula, charge and spin: 0.00 kcal per mole. As for the HOMO energy: -11.64 eV. The HOMO-LUMO gap comes out at 0.4532 Ha. The SMILES is Cl.Cl. Its largest force on an atom is 0.001 hartree/bohr.

Charges computed using Mulliken, reported in e: -0.239, 0.231, -0.249, 0.257

***

C4H7NO | wB97M-V/def2-TZVPD

Geometry as ORCA input:
```
! wB97M-V def2-TZVPD RIJCOSX def2/J DEFGRID3
* xyz 0 1
C 1.2535 -0.5979 -0.3446
N 0.9783 -0.7257 1.0917
C -0.3294 -1.0282 0.6818
C -0.2035 -0.8433 -0.6382
C -1.1619 1.6790 -0.1926
O -0.0838 1.9518 0.2705
H 1.5548 0.3818 -0.6787
H 1.9251 -1.3457 -0.7225
H 1.0744 0.1530 1.5962
H -1.0966 -1.5126 1.2281
H -0.6657 -1.2311 -1.5279
H -1.2893 1.7639 -1.2612
H -1.9992 1.3824 0.4285
*
```

For the lowest unoccupied orbital energy, the calculation gives 1.01 eV. As for the energy above the lowest of the compared OMol25 structures with the same formula, charge and spin: 87.99 kcal per mole. As for the HOMO energy: -8.81 eV. The HOMO-LUMO gap comes out at 0.3610 Ha. Its largest force on an atom is 0.037 hartree/bohr.

Atom charges from the Mulliken analysis, given in e for atoms 1 to 8: -0.265, -0.457, -0.395, -0.487, -0.175, -0.427, 0.242, 0.284

***

C17H45HgNO15 | wB97M-V/def2-TZVPD

Geometry as ORCA input:
```
! wB97M-V def2-TZVPD RIJCOSX def2/J DEFGRID3
* xyz 0 1
Hg 0.2358 1.8867 -1.0173
C -0.0804 -0.5679 0.2713
O 0.6058 -0.3382 -0.6889
O -0.8192 0.3951 0.4723
O 0.0225 -1.6054 0.8653
C 1.3678 1.9970 2.2266
C 2.7405 1.8104 1.6956
O 2.6386 1.4156 0.3313
O 0.5508 2.9031 1.5107
H 1.6756 2.3732 3.2021
H 0.7784 1.0926 2.3778
H 3.2879 1.0891 2.3024
H 3.2346 2.7794 1.6250
H 2.2976 0.5274 0.4592
H -0.2816 2.9180 1.9886
C -2.1135 -2.5078 4.0418
C -2.8962 -1.2468 3.5324
O -2.0221 -0.2057 3.0948
O -1.5708 -3.2259 2.9940
H -2.6456 -3.2578 4.6271
H -1.1867 -2.2003 4.5262
H -3.4155 -0.7527 4.3535
H -3.6254 -1.4976 2.7621
H -1.9256 -0.1679 2.1404
H -0.9948 -2.6004 2.5485
C -2.9517 -2.9512 -1.3592
C -2.7674 -3.3834 -2.8411
O -2.2502 -2.2715 -3.5077
O -1.9894 -3.2703 -0.4554
H -3.9052 -3.4468 -1.1765
H -3.2664 -1.9091 -1.3042
H -3.7523 -3.7196 -3.1653
H -2.0154 -4.1545 -3.0086
H -1.3409 -2.0849 -3.2631
H -1.4054 -2.5282 -0.2828
C 2.3447 -2.4517 3.4460
C 2.8016 -3.6284 2.5679
O 3.7546 -3.2639 1.5790
O 2.0625 -1.3479 2.7086
H 3.1102 -2.1849 4.1746
H 1.4962 -2.6428 4.1031
H 1.9045 -3.8732 1.9993
H 3.0341 -4.5604 3.0831
H 3.1707 -2.7479 1.0184
H 1.2921 -1.5266 2.1645
C 1.2726 -2.9086 -3.1228
C 1.8399 -3.2316 -1.7510
O 2.5547 -2.2200 -1.0748
O 0.2890 -1.8248 -3.1054
H 0.8998 -3.8403 -3.5483
H 2.1325 -2.6190 -3.7267
H 2.4998 -4.0828 -1.5831
H 0.9328 -3.4898 -1.2045
H 1.9298 -1.5193 -0.8747
H 0.5248 -1.2697 -2.3585
C 3.1977 3.2701 -1.9184
O 1.8650 3.5587 -1.5483
C 1.5782 4.9195 -1.6064
C 0.1419 5.2211 -0.9990
N -0.7850 4.1319 -1.5150
C -1.8989 4.0324 -0.6617
C -2.7205 2.9124 -1.1212
O -1.9155 1.8339 -1.6442
C -2.8939 0.9787 -2.2496
H 3.5897 2.2539 -1.8762
H 3.9152 3.7291 -1.2382
H 3.4907 3.5657 -2.9258
H 1.6017 5.2100 -2.6567
H 2.3569 5.4613 -1.0695
H -0.3261 6.0610 -1.5124
H 0.1886 5.3035 0.0868
H -1.1107 4.7085 -2.2776
H -2.5169 4.9290 -0.7103
H -1.5638 3.8376 0.3571
H -3.4727 3.2697 -1.8245
H -3.2783 2.6414 -0.2248
H -3.6608 0.6736 -1.5377
H -2.3739 0.0878 -2.6018
H -3.4695 1.3490 -3.0979
*
```

For the lowest unoccupied orbital energy, the calculation gives -0.83 eV. As for the HOMO energy: -8.36 eV. The HOMO-LUMO gap comes out at 0.2768 Ha. Its largest force on an atom is 0.219 hartree/bohr.

Atom charges from the Mulliken analysis, given in e for atoms 1 to 8: 2.135, 2.532, -1.219, -1.059, -1.115, -0.239, -0.741, -0.361

***

C11H28ClN2O2 | wB97M-V/def2-TZVPD

Geometry as ORCA input:
```
! wB97M-V def2-TZVPD RIJCOSX def2/J DEFGRID3
* xyz 1 1
N 5.6197 -2.0864 1.9925
C 4.6769 -1.0115 2.2537
C 3.2207 -1.3977 2.4530
C 2.3405 -0.5813 3.3982
C 0.9025 -0.8479 2.9078
Cl 0.1207 0.7099 2.4832
C 1.0341 -1.7083 1.6737
N 2.3799 -1.2764 1.1926
H 5.6341 -2.7447 2.7637
H 5.3535 -2.6313 1.1797
H 5.0196 -0.4815 3.1381
H 4.7340 -0.3328 1.4006
H 3.1268 -2.4353 2.7674
H 2.4526 -0.9478 4.4143
H 2.5616 0.4813 3.3821
H 0.2524 -1.3095 3.6390
H 0.2866 -1.5922 0.9070
H 1.1058 -2.7618 1.9301
H 2.2850 -0.2700 1.0184
H 2.7418 -1.7081 0.3433
C -1.7700 -2.2829 -2.9895
C -1.3183 -1.9321 -1.5865
C -1.9815 -0.6724 -1.0573
O 0.1213 -1.7658 -1.5603
H -1.5313 -1.4678 -3.6774
H -1.2713 -3.1847 -3.3426
H -2.8463 -2.4459 -3.0203
H -1.5233 -2.7726 -0.9203
H -1.7210 0.1857 -1.6825
H -1.6443 -0.4505 -0.0417
H -3.0677 -0.7566 -1.0392
H 0.3132 -1.0554 -2.1856
C -3.7624 4.2019 -2.8476
C -3.2417 3.1019 -1.9394
C -2.9294 3.6156 -0.5430
O -2.0904 2.4728 -2.5142
H -3.0103 4.9879 -2.9579
H -3.9860 3.8074 -3.8378
H -4.6669 4.6537 -2.4408
H -3.9837 2.3044 -1.8737
H -2.1539 4.3852 -0.5895
H -2.5668 2.8055 0.0913
H -3.8117 4.0529 -0.0762
H -1.4058 3.1449 -2.6063
*
```

For the lowest unoccupied orbital energy, the calculation gives -2.87 eV. As for the HOMO energy: -12.35 eV. The HOMO-LUMO gap comes out at 0.3485 Ha. Its largest force on an atom is 0.014 hartree/bohr.

Atom charges from the Mulliken analysis, given in e for atoms 1 to 8: -0.605, -0.871, 0.255, -1.172, 0.141, -0.138, -0.073, -0.215

***

C39H60CoGeI2N4P3 | wB97M-V/def2-TZVPD

Geometry as ORCA input:
```
! wB97M-V def2-TZVPD RIJCOSX def2/J DEFGRID3
* xyz 1 6
Co -2.0294 -1.1088 -0.0594
C -0.6001 5.1008 2.4533
C -0.7556 4.1411 1.2698
C -1.1249 4.9348 -0.0063
P -1.9184 2.6729 1.4886
C -1.1703 1.8663 3.0489
N -0.1048 0.9169 2.7408
Ge -0.1964 -0.0388 0.9356
N 1.4931 0.7684 0.2003
C 1.4019 1.7267 -0.8491
P 0.7698 0.8906 -2.4468
C 2.3251 0.1933 -3.2147
C 3.5898 1.0203 -3.3533
C 1.9526 -0.4107 -4.5839
C 0.2629 2.3494 -3.4737
C 1.3458 3.2942 -3.9821
C -0.6684 1.8881 -4.6502
C 2.7357 0.4264 0.7292
C 3.9683 1.0285 0.4178
C 5.1252 0.2722 0.3541
C 5.0818 -1.1125 0.6187
C 3.9391 -1.6213 1.2391
C 2.8260 -0.8029 1.4323
N 1.7838 -1.1131 2.3481
C 1.8545 -0.2821 3.5186
C 2.9393 -0.3588 4.3977
C 3.0138 0.4426 5.5404
C 1.9996 1.3557 5.8204
C 0.8910 1.3972 4.9766
C 0.8535 0.7048 3.7264
C 1.1936 -2.3966 2.4176
C 1.1132 -3.1353 3.5997
C 0.8674 -4.4966 3.5770
C 0.4897 -5.1047 2.3880
C 0.3202 -4.3152 1.2448
C 0.5743 -2.9269 1.2320
N 0.2230 -2.0717 0.2141
C 0.0708 -2.5874 -1.1059
P -1.8428 -2.6462 -1.5632
C -1.9910 -2.1424 -3.3319
C -1.1804 -3.0856 -4.2376
C -3.4825 -2.0517 -3.7898
C -2.5703 -4.3696 -1.4002
C -1.5855 -5.4648 -1.8763
C -3.1047 -4.6509 0.0404
C -3.4997 3.4589 2.1635
C -3.5909 3.9135 3.6452
C -4.7005 2.5427 1.9226
H 0.1045 5.8982 2.1374
H -0.1460 4.6320 3.3556
H -1.5326 5.6263 2.7483
H 0.2216 3.6662 1.0787
H -1.8072 5.7639 0.2362
H -1.6227 4.3143 -0.7749
H -0.2246 5.3589 -0.4685
H -1.9944 1.3520 3.5644
H -0.8248 2.7049 3.6688
H 2.3788 2.1244 -1.1238
H 0.7035 2.5203 -0.6199
H 2.5680 -0.6480 -2.5298
H 3.5166 1.7645 -4.1771
H 4.4255 0.3536 -3.6117
H 3.9126 1.5355 -2.4206
H 1.8661 0.3565 -5.3840
H 1.0165 -1.0036 -4.5981
H 2.7349 -1.1174 -4.9299
H -0.4097 2.8713 -2.7925
H 1.7356 2.9792 -4.9736
H 2.1781 3.3698 -3.2747
H 0.8808 4.2818 -4.1138
H -0.0739 1.5672 -5.5143
H -1.2819 2.7791 -4.9820
H -1.3786 1.0959 -4.3635
H 4.0300 2.1076 0.2206
H 6.0679 0.7695 0.1291
H 5.9676 -1.7184 0.4219
H 3.8964 -2.6549 1.5652
H 3.7249 -1.1105 4.1995
H 3.8794 0.3781 6.1967
H 2.0542 1.9870 6.6900
H 0.0247 1.9893 5.3149
H 1.3080 -2.6452 4.5527
H 0.9210 -5.0635 4.5039
H 0.3720 -6.1769 2.3283
H -0.0898 -4.8020 0.3630
H 0.4258 -3.6129 -1.2359
H 0.5476 -1.9728 -1.8776
H -1.5307 -1.1516 -3.3888
H -1.6626 -4.0491 -4.3033
H -0.1567 -3.2865 -3.8645
H -1.0965 -2.7097 -5.2848
H -3.9209 -3.0546 -3.8836
H -3.5237 -1.5751 -4.7944
H -4.1042 -1.4421 -3.1013
H -3.4505 -4.3433 -2.0813
H -0.9330 -5.8125 -1.0592
H -0.9038 -5.1584 -2.6995
H -2.1360 -6.3579 -2.2282
H -2.3835 -4.4329 0.8410
H -3.3663 -5.7255 0.1107
H -4.0127 -4.0699 0.2035
H -3.5996 4.3160 1.5136
H -3.8982 3.0411 4.2782
H -4.3893 4.6666 3.7055
H -2.6531 4.3254 4.0731
H -4.5776 1.6284 2.5342
H -4.7647 2.2038 0.8646
H -5.6586 3.0143 2.2429
I -2.8776 -1.5317 2.3390
I -3.3649 0.8724 -1.3036
*
```

For the lowest unoccupied orbital energy (alpha / beta), the calculation gives -1.97 / -5.61 eV. As for the energy above the lowest of the compared OMol25 structures with the same formula, charge and spin: 0.00 kcal per mole. As for the HOMO energy (alpha / beta): -9.54 / -9.62 eV. The expectation value of S² is 8.8024. The HOMO-LUMO gap (alpha / beta) comes out at 0.2782 / 0.1471 Ha. Its largest force on an atom is 0.057 hartree/bohr.

Atom charges from the Mulliken analysis, given in e for atoms 1 to 8: -1.140, -1.648, 0.839, -1.620, 0.630, -1.476, 0.772, 0.114

***

C2H5N3O2 | wB97M-V/def2-TZVPD

Geometry as ORCA input:
```
! wB97M-V def2-TZVPD RIJCOSX def2/J DEFGRID3
* xyz 0 1
C 1.3144 -0.2517 -0.1793
C -0.9888 -0.9260 0.1257
H -0.7568 2.0983 -0.2689
H 1.6632 1.7032 -0.4104
H 0.4839 -1.8949 0.9650
H -1.7589 -1.6126 1.1049
H -2.4507 -0.1872 -0.8863
N 0.9571 1.0883 -0.0730
N 0.3531 -1.0839 0.4271
N -1.3511 -0.1053 -0.8347
O 0.0590 1.8279 0.4216
O 2.4756 -0.6563 -0.3918
*
```

For the lowest unoccupied orbital energy, the calculation gives 0.57 eV. As for the energy above the lowest of the compared OMol25 structures with the same formula, charge and spin: 128.20 kcal per mole. As for the HOMO energy: -9.46 eV. The HOMO-LUMO gap comes out at 0.3685 Ha. Its largest force on an atom is 0.155 hartree/bohr.

Atom charges from the Mulliken analysis, given in e for atoms 1 to 8: 0.431, 0.193, 0.352, 0.239, 0.221, 0.203, 0.238, -0.032